Here is C27H47IrNOP as an isolated structure in a non-equilibrium geometry from the Open Molecules 2025 dataset. Energies are from wB97M-V/def2-TZVPD.

Its total energy is -44416.5863 eV. The gap between HOMO and LUMO (alpha / beta) comes out at 0.0657 / 0.2100 Eh. The HOMO energy (alpha / beta) is 0.0872 / -0.0590 hartree. The largest force on an atom comes out at 6.4 eV Å⁻¹. The expectation value of S² is 6.05.

```
! wB97M-V def2-TZVPD RIJCOSX def2/J DEFGRID3
* xyz -2 5
Ir 0.13 0.16 1.06
C 2.18 0.63 1.60
C 2.16 -0.47 0.54
C 1.86 0.19 -0.70
H 2.51 -1.47 0.74
C 1.56 1.54 -0.46
C 1.67 1.80 0.93
H 1.46 2.75 1.47
H 2.51 0.52 2.60
H 1.93 -0.33 -1.69
H 1.34 2.28 -1.22
C -1.91 0.30 0.73
C -1.43 1.64 1.22
C -1.23 2.42 0.03
H -1.57 2.00 2.24
C -1.55 1.67 -1.11
C -1.90 0.38 -0.71
H -2.20 -0.46 -1.37
H -2.50 -0.36 1.35
H -0.92 3.48 0.04
H -1.65 2.09 -2.12
O 0.32 -2.80 -0.27
C -0.32 -0.56 -4.70
C 0.24 -1.67 -4.12
C 0.47 0.62 -4.28
C -1.79 -0.59 -4.47
C 0.53 -2.88 -1.43
H 1.30 -1.71 -3.95
H -0.33 -2.58 -4.14
H -0.25 -3.49 -2.04
H 1.53 -2.65 -1.88
H 0.56 1.35 -5.11
H 1.49 0.26 -4.07
H -0.05 1.11 -3.46
H -2.33 -0.62 -5.43
H -2.08 0.25 -3.85
H -2.02 -1.58 -4.06
C -2.94 -0.52 4.37
C -1.50 -0.49 4.91
C -0.98 0.98 4.77
C -1.49 -0.91 6.39
P -0.43 -1.66 3.91
N -0.16 -0.94 2.47
C 1.23 -1.91 4.70
C 1.16 -2.92 5.86
C 2.27 -2.41 3.67
C 1.73 -0.55 5.19
C -1.25 -3.27 3.49
C -2.29 -3.05 2.39
C -0.18 -4.20 2.89
C -1.91 -3.92 4.73
H -3.52 0.23 4.93
H -3.44 -1.48 4.52
H -2.98 -0.24 3.31
H -0.74 1.39 5.76
H -0.11 1.08 4.12
H -1.76 1.61 4.35
H -1.79 -1.96 6.53
H -0.52 -0.75 6.87
H -2.22 -0.29 6.92
H 0.93 -3.94 5.52
H 2.16 -2.96 6.33
H 0.45 -2.63 6.64
H 2.26 -1.78 2.77
H 3.26 -2.33 4.14
H 2.13 -3.45 3.38
H 1.85 0.14 4.34
H 1.08 -0.09 5.94
H 2.72 -0.69 5.65
H -1.83 -2.55 1.53
H -2.64 -4.04 2.06
H -3.16 -2.49 2.73
H 0.55 -4.56 3.63
H -0.69 -5.08 2.48
H 0.32 -3.71 2.05
H -1.21 -4.08 5.56
H -2.77 -3.34 5.10
H -2.30 -4.90 4.43
*
```


Here is the molecule CCl2NO2P in a non-equilibrium geometry from the Open Molecules 2025 dataset. Energies are from wB97M-V/def2-TZVPD.

Its total energy is -40956.6751 eV. The gap between HOMO and LUMO comes out at 0.3869 Eh. As for the energy above the lowest of the compared OMol25 structures with the same formula, charge and spin: 0.000 eV. The HOMO energy is -0.4281 hartree. The largest force on an atom comes out at 3.4 eV Å⁻¹. The SMILES is N#COP(=O)(Cl)Cl.

```
! wB97M-V def2-TZVPD RIJCOSX def2/J DEFGRID3
* xyz 0 1
N -1.38 -0.43 -2.40
C -0.73 -0.55 -1.46
O 0.03 -0.97 -0.50
P 0.33 0.28 0.69
O -0.73 1.30 0.54
Cl 0.32 -0.61 2.57
Cl 2.16 0.97 0.56
*
```


Here is a 2-piece molecular cluster, C9H14 overall in a non-equilibrium geometry from the Open Molecules 2025 dataset. Energies are from wB97M-V/def2-TZVPD.

Its total energy is -9558.3475 eV. The gap between HOMO and LUMO comes out at 0.3704 Eh. As for the energy above the lowest of the compared OMol25 structures with the same formula, charge and spin: 1.834 eV. The HOMO energy is -0.3333 hartree. The largest force on an atom comes out at 4.3 eV Å⁻¹. The SMILES is Cc1ccccc1.CC.

```
! wB97M-V def2-TZVPD RIJCOSX def2/J DEFGRID3
* xyz 0 1
C 0.61 0.51 2.48
C 0.88 -0.19 1.05
C 1.62 0.39 0.06
C 1.83 -0.33 -1.09
C 1.18 -1.52 -1.19
C 0.26 -2.10 -0.33
C 0.25 -1.43 0.92
H -0.42 0.89 2.54
H 1.33 1.35 2.48
H 0.57 -0.28 3.17
H 1.94 1.45 0.13
H 2.60 0.01 -1.71
H 1.29 -2.18 -2.06
H -0.23 -3.06 -0.56
H -0.32 -1.87 1.75
C -2.93 1.16 -0.66
C -2.24 2.42 -1.25
H -3.76 0.79 -1.38
H -2.21 0.32 -0.42
H -3.51 1.19 0.24
H -2.54 3.35 -0.99
H -1.30 2.37 -0.76
H -2.21 2.24 -2.35
*
```


Here is a 5-piece molecular cluster, C8H24F6O4P overall in a non-equilibrium geometry from the Open Molecules 2025 dataset. Energies are from wB97M-V/def2-TZVPD.

Its total energy is -42475.7060 eV. The gap between HOMO and LUMO comes out at 0.3727 Eh. The HOMO energy is -0.2520 hartree. The largest force on an atom comes out at 2.4 eV Å⁻¹.

```
! wB97M-V def2-TZVPD RIJCOSX def2/J DEFGRID3
* xyz -1 1
P 0.36 -0.18 0.59
F -0.88 -0.53 -0.44
F -0.33 1.27 0.68
F -0.44 -0.67 1.87
F 1.64 0.15 1.60
F 0.95 -1.70 0.62
F 1.20 0.49 -0.64
C -1.17 -3.65 3.42
O -1.69 -3.00 2.30
H -0.10 -3.78 3.28
H -1.52 -3.02 4.24
H -1.74 -4.57 3.53
H -1.25 -2.15 2.28
C -3.67 -0.91 1.01
O -3.56 0.16 0.13
H -2.99 -0.69 1.84
H -4.68 -1.10 1.36
H -3.35 -1.80 0.46
H -2.69 0.52 0.28
C 2.31 -3.14 -3.86
C 2.27 -2.47 -2.47
C 3.46 -1.51 -2.12
O 0.97 -1.96 -2.34
H 3.26 -3.60 -4.12
H 2.17 -2.36 -4.60
H 1.48 -3.80 -4.13
H 2.49 -3.23 -1.72
H 4.43 -2.00 -2.07
H 3.28 -1.06 -1.15
H 3.53 -0.78 -2.93
H 1.00 -1.36 -1.59
C -0.67 4.26 -0.92
C 0.00 4.58 0.39
C -0.82 4.69 1.61
O 1.10 3.70 0.76
H -1.07 3.26 -1.08
H 0.04 4.28 -1.75
H -1.35 5.09 -1.08
H 0.40 5.58 0.20
H -1.01 3.77 2.15
H -1.76 5.13 1.27
H -0.34 5.29 2.39
H 0.73 2.81 0.75
*
```


Here is C4H9NO2S as an isolated structure in a non-equilibrium geometry from the Open Molecules 2025 dataset. Energies are from wB97M-V/def2-TZVPD.

Its total energy is -20706.5508 eV. The gap between HOMO and LUMO comes out at 0.1543 Eh. As for the energy above the lowest of the compared OMol25 structures with the same formula, charge and spin: 8.482 eV. The HOMO energy is -0.3151 hartree. The largest force on an atom comes out at 5.0 eV Å⁻¹.

```
! wB97M-V def2-TZVPD RIJCOSX def2/J DEFGRID3
* xyz 0 1
O -2.14 -0.23 0.78
C -0.89 -0.40 0.52
N -0.23 0.01 -0.70
C -0.81 1.30 -1.14
O -2.23 1.32 -1.02
C -0.04 -0.56 1.73
C -0.24 -1.78 0.87
S 2.98 0.13 -0.38
H 0.78 -0.10 -0.61
H -0.40 2.07 -0.37
H -0.35 1.44 -2.21
H -2.44 0.60 -0.06
H 1.07 -0.26 1.67
H -0.70 -0.31 2.63
H 0.29 -2.09 0.02
H -0.68 -2.73 1.27
H 3.22 -0.85 -1.24
*
```


Here is the molecule C17H20N2O3S2 in a non-equilibrium geometry from the Open Molecules 2025 dataset. Energies are from wB97M-V/def2-TZVPD.

Its total energy is -48733.5053 eV. The gap between HOMO and LUMO comes out at 0.2722 Eh. As for the energy above the lowest of the compared OMol25 structures with the same formula, charge and spin: 13.982 eV. The HOMO energy is -0.3109 hartree. The largest force on an atom comes out at 18.4 eV Å⁻¹. The SMILES is CCN(C(=O)CSc1ccc2ccccc2n1)[C@H]1CCS(=O)(=O)C1.

```
! wB97M-V def2-TZVPD RIJCOSX def2/J DEFGRID3
* xyz 0 1
C 1.03 -3.55 -0.52
C 0.43 -1.93 0.01
N -0.29 -1.37 -0.92
C 0.17 -0.75 -2.01
O -0.90 -0.18 -2.91
C 1.41 -0.80 -2.65
S 1.92 0.86 -3.33
C 1.56 1.84 -1.59
C 1.96 3.09 -1.89
C 1.47 3.94 -0.75
C 1.36 3.16 0.51
C 0.88 3.81 1.64
C 0.80 3.25 2.94
C 0.74 1.86 3.06
C 1.12 1.13 1.79
C 1.12 1.87 0.49
N 1.46 1.00 -0.65
C -1.62 -1.28 -0.56
C -2.64 -2.61 -0.46
C -2.27 -3.34 0.86
S -2.09 -1.73 2.00
O -0.87 -1.66 2.85
O -3.27 -1.37 2.82
C -1.92 -0.51 0.72
H 1.37 -3.54 -1.48
H 0.03 -4.28 -0.66
H 1.64 -3.91 0.18
H 1.55 -1.36 0.01
H 0.18 -2.04 1.01
H 1.50 -1.52 -3.40
H 2.23 -1.23 -2.00
H 2.04 3.48 -2.86
H 1.73 4.89 -0.74
H 0.81 5.02 1.46
H 0.47 3.70 3.80
H 0.51 1.39 3.97
H 0.97 -0.05 1.63
H -1.93 -0.85 -1.49
H -1.91 -3.50 -1.07
H -3.52 -2.50 -0.62
H -1.25 -3.81 1.02
H -3.09 -3.81 1.53
H -2.94 0.02 0.52
H -1.22 0.30 0.81
*
```


Q: Number 3 is which compound?
A: C9H14


Copy entry 4 word for word.
Here is a 5-piece molecular cluster, C8H24F6O4P overall in a non-equilibrium geometry from the Open Molecules 2025 dataset. Energies are from wB97M-V/def2-TZVPD.

Its total energy is -42475.7060 eV. The gap between HOMO and LUMO comes out at 0.3727 Eh. The HOMO energy is -0.2520 hartree. The largest force on an atom comes out at 2.4 eV Å⁻¹.

```
! wB97M-V def2-TZVPD RIJCOSX def2/J DEFGRID3
* xyz -1 1
P 0.36 -0.18 0.59
F -0.88 -0.53 -0.44
F -0.33 1.27 0.68
F -0.44 -0.67 1.87
F 1.64 0.15 1.60
F 0.95 -1.70 0.62
F 1.20 0.49 -0.64
C -1.17 -3.65 3.42
O -1.69 -3.00 2.30
H -0.10 -3.78 3.28
H -1.52 -3.02 4.24
H -1.74 -4.57 3.53
H -1.25 -2.15 2.28
C -3.67 -0.91 1.01
O -3.56 0.16 0.13
H -2.99 -0.69 1.84
H -4.68 -1.10 1.36
H -3.35 -1.80 0.46
H -2.69 0.52 0.28
C 2.31 -3.14 -3.86
C 2.27 -2.47 -2.47
C 3.46 -1.51 -2.12
O 0.97 -1.96 -2.34
H 3.26 -3.60 -4.12
H 2.17 -2.36 -4.60
H 1.48 -3.80 -4.13
H 2.49 -3.23 -1.72
H 4.43 -2.00 -2.07
H 3.28 -1.06 -1.15
H 3.53 -0.78 -2.93
H 1.00 -1.36 -1.59
C -0.67 4.26 -0.92
C 0.00 4.58 0.39
C -0.82 4.69 1.61
O 1.10 3.70 0.76
H -1.07 3.26 -1.08
H 0.04 4.28 -1.75
H -1.35 5.09 -1.08
H 0.40 5.58 0.20
H -1.01 3.77 2.15
H -1.76 5.13 1.27
H -0.34 5.29 2.39
H 0.73 2.81 0.75
*
```


What did the fourth record say?
Here is a 5-piece molecular cluster, C8H24F6O4P overall in a non-equilibrium geometry from the Open Molecules 2025 dataset. Energies are from wB97M-V/def2-TZVPD.

Its total energy is -42475.7060 eV. The gap between HOMO and LUMO comes out at 0.3727 Eh. The HOMO energy is -0.2520 hartree. The largest force on an atom comes out at 2.4 eV Å⁻¹.

```
! wB97M-V def2-TZVPD RIJCOSX def2/J DEFGRID3
* xyz -1 1
P 0.36 -0.18 0.59
F -0.88 -0.53 -0.44
F -0.33 1.27 0.68
F -0.44 -0.67 1.87
F 1.64 0.15 1.60
F 0.95 -1.70 0.62
F 1.20 0.49 -0.64
C -1.17 -3.65 3.42
O -1.69 -3.00 2.30
H -0.10 -3.78 3.28
H -1.52 -3.02 4.24
H -1.74 -4.57 3.53
H -1.25 -2.15 2.28
C -3.67 -0.91 1.01
O -3.56 0.16 0.13
H -2.99 -0.69 1.84
H -4.68 -1.10 1.36
H -3.35 -1.80 0.46
H -2.69 0.52 0.28
C 2.31 -3.14 -3.86
C 2.27 -2.47 -2.47
C 3.46 -1.51 -2.12
O 0.97 -1.96 -2.34
H 3.26 -3.60 -4.12
H 2.17 -2.36 -4.60
H 1.48 -3.80 -4.13
H 2.49 -3.23 -1.72
H 4.43 -2.00 -2.07
H 3.28 -1.06 -1.15
H 3.53 -0.78 -2.93
H 1.00 -1.36 -1.59
C -0.67 4.26 -0.92
C 0.00 4.58 0.39
C -0.82 4.69 1.61
O 1.10 3.70 0.76
H -1.07 3.26 -1.08
H 0.04 4.28 -1.75
H -1.35 5.09 -1.08
H 0.40 5.58 0.20
H -1.01 3.77 2.15
H -1.76 5.13 1.27
H -0.34 5.29 2.39
H 0.73 2.81 0.75
*
```


Q: Which value of total energy does entry 2 give?
A: -40956.6751 eV